{"formula": "C5H6FNO", "method": "wB97M-V/def2-TZVPD", "homo_lumo_gap_ev": [6.960, 6.967], "de_lowest_kj_mol": 718.5, "lumo_ev": [-0.327, -0.322], "elements": ["C", "C", "C", "C", "C", "N", "O", "F", "H", "H", "H", "H", "H", "H"], "positions_angstrom": [[0.073223, 1.594238, -1.058140], [-0.839011, 0.717510, -1.372127], [0.811831, 1.454040, 0.192620], [0.971630, -1.000446, 0.718419], [-0.422590, -1.347003, 0.461243], [1.225779, 0.437658, 0.792208], [-1.506344, -1.098799, 1.252477], [-0.639007, -2.365768, -0.441658], [0.362062, 2.453230, -1.580149], [-1.526923, 0.566070, -2.119967], [1.088768, 2.468211, 0.526485], [1.209478, -1.360441, 1.858190], [1.596139, -1.463851, -0.181503], [-2.405038, -1.054650, 0.951902]], "forces_ev_per_a": [[-0.8451, -1.3534, 0.3475], [1.3164, -2.0384, 2.9316], [0.3172, 0.1298, -0.8757], [1.1595, -0.0450, 0.8444], [-4.6302, 1.3911, -3.7641], [0.5836, 0.1239, 2.0629], [3.7345, -0.5526, 1.1795], [0.3262, 0.8516, 1.4511], [0.0848, 1.5128, -1.0324], [-1.2278, -0.0349, -1.8626], [0.5380, -0.5763, 0.5388], [-0.0080, 0.2211, -2.8265], [-1.1691, 0.5983, 2.3265], [-0.1799, -0.2280, -1.3209]], "lowdin_charge": [-0.23, 0.09, -0.22, -0.17, -0.28, 0.02, 0.10, 0.05, 0.06, -0.01, 0.11, 0.17, 0.18, 0.12]}

{"formula": "C5H6FNO3", "method": "wB97M-V/def2-TZVPD", "homo_lumo_gap_ev": 4.587, "de_lowest_kj_mol": 0.0, "lumo_ev": 7.016, "charge": -2, "elements": ["C", "C", "C", "C", "C", "N", "O", "O", "O", "F", "H", "H", "H", "H", "H", "H"], "positions_angstrom": [[-0.317961, -0.295155, -2.552005], [0.009022, 0.422403, 0.805233], [-0.338425, -0.995140, 0.295669], [0.850600, -0.554560, -1.616521], [0.385758, 1.197092, -0.381848], [0.724963, -1.423353, -0.566366], [-1.396143, 0.081434, -2.100666], [1.470398, -2.492302, -0.247829], [0.004990, -0.382932, -3.755310], [1.531894, 2.032419, -0.249059], [-0.822005, 0.725703, 1.445028], [0.808268, 0.282599, 1.509517], [-0.582121, -1.840955, 1.024196], [-1.111887, -0.726799, -0.354412], [1.722814, -0.682116, -2.189007], [-0.329980, 1.860714, -0.757273]], "forces_ev_per_a": [[1.5252, 0.5744, -0.3651], [0.4713, -0.4830, 1.2262], [0.8410, -1.9340, 0.4207], [-1.3664, -0.2758, 2.1975], [1.2883, -0.6629, -0.5736], [-1.4601, 0.7769, -0.6953], [-2.2021, 0.1956, 0.4381], [1.0928, -0.3565, 0.2808], [0.0496, -0.3337, -1.2250], [0.7703, 0.1553, 0.7154], [-0.4151, 0.4694, -0.2475], [0.9865, 0.2836, 0.2618], [0.3266, 1.3871, -0.6760], [-1.9933, -0.4431, -0.5903], [1.4458, -0.0260, -0.3976], [-1.3602, 0.6728, -0.7700]], "lowdin_charge": [-0.76, -0.21, -0.20, -0.03, -0.21, -0.34, -0.09, -0.36, -0.12, -0.16, 0.08, 0.09, 0.13, 0.05, 0.09, 0.06]}

{"formula": "C5H6I2", "method": "wB97M-V/def2-TZVPD", "homo_lumo_gap_ev": [7.271, 7.347], "de_lowest_kj_mol": 699.5, "lumo_ev": [-1.239, -1.180], "elements": ["C", "C", "C", "C", "C", "I", "I", "H", "H", "H", "H", "H", "H"], "positions_angstrom": [[-0.031318, -1.403855, -1.489163], [1.569068, 0.413719, 0.112142], [-0.042663, -1.117709, -0.168358], [0.234639, 0.356352, 0.498901], [-0.818332, 1.208073, -0.213878], [3.032325, -0.152747, 1.535300], [-0.507208, 0.228909, 2.625635], [0.228423, -0.647410, -2.390724], [-1.075915, -1.599739, 0.271834], [0.624312, -1.876288, 0.499715], [-0.407219, 1.664728, -1.225183], [-0.945004, 2.156117, 0.398833], [-1.861107, 0.769850, -0.455052]], "forces_ev_per_a": [[0.7342, -0.0869, -4.4304], [1.2000, -0.0236, 0.5416], [0.0234, -2.3388, 4.5706], [-2.2448, -0.3927, 0.0428], [-0.3084, 3.2862, -1.6601], [-0.6735, 0.3022, -0.6485], [0.2313, -0.0801, -0.3384], [-0.7837, -1.1693, 2.6047], [1.9292, 1.5238, -0.8828], [-1.2107, 1.1576, -1.7818], [-0.6190, -1.3100, 1.8313], [-0.2034, -1.1766, -0.6792], [1.9251, 0.3084, 0.8301]], "lowdin_charge": [0.10, -0.51, -0.46, -1.04, -0.21, 0.76, 0.69, 0.08, 0.18, 0.14, 0.11, 0.06, 0.11]}

{"formula": "C5H6IrO2", "method": "wB97M-V/def2-TZVPD", "homo_lumo_gap_ev": [4.756, 3.673], "s2": 6.02, "spin_multiplicity": 5, "lumo_ev": [-5.302, -7.020], "charge": 1, "elements": ["C", "C", "C", "C", "O", "Ir", "H", "H", "H", "H", "C", "O", "H", "H"], "positions_angstrom": [[0.545376, -0.512343, 1.656087], [0.257624, -0.134585, 0.492134], [-0.254016, 0.822034, -0.506211], [-1.738614, 0.695744, -0.709718], [-2.471285, 1.629758, -0.960138], [-2.309577, 3.784847, -0.680974], [0.672428, -0.455160, 2.727339], [0.213894, 0.602908, -1.483253], [0.011151, 1.856164, -0.248607], [-2.153890, -0.330636, -0.658936], [1.207395, -1.911363, 0.384502], [2.460236, -2.041724, -0.102921], [0.609006, -2.785385, 0.064112], [2.950274, -1.220259, 0.026585]], "forces_ev_per_a": [[1.0330, -1.7318, -1.8948], [0.7676, -0.8289, 0.0568], [0.4546, -0.2358, -0.6352], [-1.0674, -0.3140, -0.2005], [0.5312, -1.0024, 0.1290], [0.1919, 0.5783, 0.0963], [0.0869, -0.3720, -0.0836], [-0.0909, 0.1505, 0.2102], [0.0087, -0.0258, 0.1759], [0.0329, 0.2834, -0.0054], [0.1824, 1.0396, 0.2820], [-2.3572, 1.3297, 1.1040], [-0.4019, 0.9835, 0.7017], [0.6282, 0.1457, 0.0635]], "lowdin_charge": [0.24, -0.05, -0.12, -0.25, -0.25, 0.44, 0.13, 0.16, 0.10, 0.15, 0.06, 0.10, 0.14, 0.14]}

Q: What is the formula in the fourth record?
A: C5H6IrO2